A molecular structure, C25H13AsF6IrN5O10S4. Source: OMol25; level of theory: ωB97M-V/def2-TZVPD.

Spin multiplicity: 2
Relative energy (zero: lowest compared OMol25 entry of this formula, charge and spin) (kcal/mol): 19.5
E (eV): -177385.1783
Total charge: -1
<S²>: 0.76
HOMO (spin up / spin down) (eV): -6.024 / -6.024
Frontier orbital gap (spin up / spin down) (eV): 7.225 / 6.579

```
65
Properties=species:S:1:pos:R:3:forces:R:3
Ir -0.343255 -0.439263 0.109308 1.9 -0.4 1.4
As 3.665810 -0.328309 -0.706162 -0.1 -0.1 0.0
S -3.361744 2.311476 -0.182548 0.0 0.0 -0.1
S 1.942022 -3.476008 -2.134205 0.0 0.1 0.0
S -1.341756 2.590606 1.649713 0.2 0.2 0.1
S 2.200352 0.791852 2.133510 0.1 0.5 0.3
F -5.426539 1.764604 1.381100 0.0 0.0 0.0
F -5.343486 3.816929 0.691518 0.0 0.0 0.0
F -3.254699 1.438588 3.099852 0.0 0.0 0.0
F -5.912445 2.238504 -0.672480 0.0 0.0 0.0
F -1.530394 0.175060 2.773467 0.0 0.1 0.0
F -1.427164 1.814626 4.179255 0.0 0.0 -0.1
O 4.335779 -0.422663 -2.198077 0.1 0.0 -0.1
O -3.299002 2.939631 -1.464398 0.0 0.0 -0.1
O 4.852328 -0.783866 0.504392 0.0 0.0 0.1
O 3.461857 0.264900 2.624004 0.1 -0.1 0.0
O -0.339635 -2.542652 2.058215 0.1 0.0 0.1
O -0.663174 3.650674 2.317018 0.0 0.0 0.0
O -3.076794 0.906083 -0.069690 -0.4 0.2 -0.1
O 1.494238 -0.288820 1.385978 -0.7 -0.2 -1.0
O 1.377094 1.440572 3.112222 0.0 0.0 0.0
O -0.499373 1.708358 0.831850 -0.5 -0.4 -0.4
N -1.933965 -1.440164 -0.462436 -0.5 0.5 -0.3
N -2.587665 3.155741 0.910040 0.0 0.0 0.2
N -6.304400 -1.018938 -1.243821 0.0 0.0 0.0
N -4.703149 -4.020269 1.661592 0.0 0.0 0.0
N 0.624931 -2.050911 -0.504230 -0.7 0.1 -0.1
C 1.693414 -4.087014 -0.515840 0.0 0.0 -0.1
C 2.608733 4.217640 0.041198 0.0 0.0 0.1
C 1.094964 -0.620963 -3.822027 0.0 0.1 0.0
C 1.036504 -2.063330 -1.747370 0.0 0.3 0.1
C 0.512993 -3.443630 1.506853 0.0 -0.1 0.1
C 2.303138 3.301923 1.041684 0.0 0.0 0.0
C 0.765224 0.593687 -4.397519 0.1 -0.1 0.0
C -4.331456 -2.111041 -0.016599 0.0 0.0 0.0
C 3.208994 3.795787 -1.134279 0.0 0.0 0.0
C -5.413809 -1.498574 -0.691339 -0.1 0.1 -0.1
C 0.035917 0.110522 -1.735390 0.4 -0.2 -0.3
C -1.927338 1.436533 3.014008 0.0 -0.1 0.1
C 1.766855 -5.502376 1.379708 0.0 0.0 -0.1
C -0.267269 1.327525 -2.325556 0.0 0.0 0.0
C 3.511913 2.453421 -1.322836 0.0 0.0 0.0
C 0.729318 -0.860818 -2.504473 -0.1 0.0 0.2
C -4.546114 -3.165374 0.902909 -0.1 -0.1 0.2
C -5.123638 2.546159 0.348260 0.1 0.0 0.0
C 3.220316 1.539691 -0.320267 0.1 0.0 -0.1
C 2.136188 -5.271120 0.067492 0.0 0.0 0.1
C 0.930282 -3.177553 0.205989 0.2 -0.2 -0.1
C 0.095938 1.552344 -3.649631 -0.1 0.1 0.1
C 0.954741 -4.610958 2.094179 0.0 0.0 0.0
C 2.603760 1.964694 0.851537 0.0 0.0 0.1
C -3.048892 -1.694417 -0.234781 0.2 -0.3 -0.2
H -0.777873 2.099917 -1.765661 0.0 0.0 0.0
H 0.654759 -4.844711 3.108164 0.0 0.0 0.0
H 3.969095 2.103268 -2.239750 0.0 0.0 0.0
H 2.358441 5.261061 0.180821 0.0 0.0 0.0
H 3.439111 4.510522 -1.914162 0.0 0.0 0.0
H 1.033660 0.800069 -5.424530 0.0 0.0 0.0
H 2.096487 -6.407801 1.870430 0.0 0.0 0.0
H 1.796703 3.604018 1.947049 0.0 0.0 0.0
H 2.744112 -5.976576 -0.479661 0.0 0.0 0.0
H -0.458483 -2.700976 3.001351 0.0 0.0 0.0
H -0.154500 2.501755 -4.106416 0.0 0.0 0.0
H 1.639214 -1.371167 -4.382264 0.0 0.0 0.0
H 4.502848 -0.508446 1.383741 0.0 0.0 0.0
```
Forces are in eV/Å.

These are the natural (NBO) partial charges, in e, on atoms 1 to 8: atom 1 (Ir): 1.17, atom 2 (As): 1.80, atom 3 (S): 2.26, atom 4 (S): 0.48, atom 5 (S): 2.28, atom 6 (S): 2.43, atom 7 (F): -0.31, atom 8 (F): -0.31



A molecular structure, C7H12Li4N2O9. Source: OMol25; level of theory: ωB97M-V/def2-TZVPD.

Spin multiplicity: 1
Relative energy (zero: lowest compared OMol25 entry of this formula, charge and spin) (kcal/mol): 0.0
E (eV): -29687.7924
HOMO (eV): -6.563
Frontier orbital gap (eV): 5.420

```
34
Properties=species:S:1:pos:R:3:forces:R:3
O 9.409618 29.189302 11.200506 -1.6 0.6 -1.1
O 11.650752 27.679731 15.827238 -0.9 -0.5 -0.9
O 4.528307 31.829214 13.653566 1.0 0.2 -0.2
O 9.251322 32.212966 9.854432 -0.1 0.4 -0.5
O 10.548690 30.988212 12.821995 -0.3 2.3 -0.9
O 6.819676 30.810478 11.125934 -0.6 -0.1 0.1
O 8.269371 33.075967 12.657939 0.0 0.0 -0.1
O 10.037069 25.917566 14.418663 0.2 0.3 0.1
O 6.636796 30.611074 8.245861 -0.3 -0.1 0.6
N 6.260403 30.388015 13.914861 0.0 0.0 -0.2
N 4.822527 30.817537 15.669881 0.5 -0.1 -0.7
C 10.309702 27.016897 13.936174 -0.4 -1.9 0.4
C 11.312848 29.306046 14.293977 -0.8 2.2 -2.9
C 9.998287 28.708395 12.211890 0.0 -0.7 1.3
C 5.181463 31.051417 14.366869 -1.7 0.4 1.0
C 9.858418 27.374512 12.647219 0.6 2.3 -1.1
C 11.125952 27.999198 14.743010 1.8 -0.3 2.4
C 10.738942 29.772522 13.091975 -0.5 -2.4 2.5
Li 7.324309 28.945880 11.121955 1.5 0.2 0.0
Li 6.452827 32.605972 12.081864 0.3 -0.3 0.5
Li 8.631965 31.382328 11.490127 1.0 -0.4 0.3
Li 10.110455 32.965194 13.345806 -0.4 -1.6 -0.4
H 3.992750 31.236735 16.039700 -0.1 0.1 -0.1
H 5.930334 30.693458 10.776951 -0.3 0.3 0.2
H 8.577311 32.747103 9.417900 0.1 0.0 0.1
H 9.497064 26.620544 11.962417 -0.3 0.0 0.1
H 5.315518 30.128129 16.205068 0.0 0.1 0.2
H 7.304569 31.230683 7.942091 0.1 -0.1 0.0
H 6.462111 29.495067 14.334200 0.4 0.0 -0.2
H 11.773630 30.063710 14.912634 0.1 -0.2 0.3
H 6.366818 30.553806 12.914975 0.5 -0.8 0.1
H 6.726223 30.598503 9.222889 0.4 0.3 -0.8
H 10.088120 32.518554 9.485891 0.0 -0.2 0.2
H 8.262882 34.025375 12.513799 -0.1 0.2 -0.1
```
Forces are in eV/Å.

These are the natural (NBO) partial charges, in e, on atoms 1 to 8: atom 1 (O): -0.87, atom 2 (O): -0.58, atom 3 (O): -0.73, atom 4 (O): -0.95, atom 5 (O): -0.89, atom 6 (O): -1.36, atom 7 (O): -1.38, atom 8 (O): -0.57



2 unconnected molecules or ions with the total composition C4H7ClN. Source: OMol25; level of theory: ωB97M-V/def2-TZVPD.

Spin multiplicity: 1
Relative energy (zero: lowest compared OMol25 entry of this formula, charge and spin) (kcal/mol): 105.0
E (eV): -18262.4727
Total charge: +1
HOMO (eV): -12.991
Frontier orbital gap (eV): 7.085

```
13
Properties=species:S:1:pos:R:3:forces:R:3
Cl -1.246031 0.612323 -2.379943 0.2 0.4 1.1
N 2.205768 -0.520222 -0.075624 -1.7 -1.5 1.9
C -2.530558 1.359475 -0.062870 -0.8 -2.0 -5.2
C 1.508804 -1.816855 0.474861 1.5 0.8 0.4
C -1.366565 1.254208 -0.739387 -1.4 -0.4 0.8
C 1.439150 -0.446283 0.935541 1.9 -1.3 -1.9
H -3.569913 1.071142 -0.533007 2.3 0.7 1.0
H -0.440856 1.498841 -0.195617 -0.2 0.1 -0.9
H -2.495236 1.788628 0.842843 -0.1 1.3 3.3
H 2.735475 -0.142997 -0.858573 0.0 0.4 0.3
H 2.006886 -2.652156 0.971130 0.7 0.8 -0.1
H 1.036011 0.098718 1.723489 -0.5 1.7 0.9
H 0.717060 -2.104827 -0.102843 -2.0 -0.7 -1.6
```
Forces are in eV/Å.

These are the natural (NBO) partial charges, in e, on atoms 1 to 8: atom 1 (Cl): -0.01, atom 2 (N): -0.38, atom 3 (C): -0.36, atom 4 (C): -0.19, atom 5 (C): -0.25, atom 6 (C): 0.32, atom 7 (H): 0.24, atom 8 (H): 0.18